Here is a cluster of 4 separate species, C24H38BrF9N5O4S in total in a non-equilibrium geometry from OMol25. Energies are from ωB97M-V/def2-TZVPD.

The gap between HOMO and LUMO comes out at 9.3 eV. Its multiplicity is 1. The calculation puts the HOMO energy at -11.92 eV. As for the maximum force: 1.85 eV/A. Its net charge is +1.

Geometry (Å):
C -0.966 4.158 -4.069
C -1.405 3.350 -2.851
O -2.726 3.766 -2.465
C -2.824 4.213 -1.150
C -3.175 3.110 -0.179
O -1.954 2.427 0.159
C -2.001 1.603 1.239
N -2.428 0.200 0.869
C -1.427 -0.901 1.165
C -2.165 -2.227 0.921
C -1.725 -2.989 -0.334
C -2.808 -2.972 -1.372
F -3.153 -1.696 -1.709
F -3.920 -3.540 -0.817
C -2.483 -3.789 -2.653
F -3.655 -4.230 -3.171
F -1.724 -4.857 -2.349
C -1.794 -2.990 -3.804
F -2.678 -2.145 -4.378
F -1.407 -3.913 -4.726
C -0.510 -2.212 -3.418
F -0.801 -1.101 -2.705
F 0.327 -3.006 -2.697
F 0.119 -1.835 -4.563
C -0.847 -0.767 2.577
C 0.580 -1.289 2.724
Br 0.959 -2.893 1.671
C 0.891 -1.615 4.187
C 2.340 -2.085 4.325
N -0.843 0.641 3.060
C -0.685 1.566 1.947
S -0.405 3.219 2.655
C 0.819 3.981 1.637
O -1.618 3.984 2.572
O 0.116 3.040 3.980
H -1.824 4.669 -4.480
H -0.256 4.922 -3.778
H -0.479 3.533 -4.803
H -1.467 2.306 -3.125
H -0.686 3.498 -2.057
H -3.615 4.951 -1.079
H -1.899 4.657 -0.789
H -3.647 3.551 0.694
H -3.843 2.397 -0.653
H -2.729 1.960 1.964
H -2.698 0.150 -0.115
H -3.272 -0.020 1.392
H -0.655 -0.778 0.417
H -2.011 -2.854 1.786
H -3.234 -2.047 0.876
H -0.799 -2.574 -0.707
H -1.503 -4.011 -0.073
H -1.496 -1.304 3.258
H 1.300 -0.545 2.406
H 0.203 -2.389 4.506
H 0.723 -0.734 4.795
H 2.933 -1.729 3.498
H 2.794 -1.688 5.221
H 2.355 -3.164 4.317
H -0.031 0.779 3.651
H 0.125 1.296 1.264
H 0.913 5.008 1.952
H 1.753 3.456 1.777
H 0.491 3.926 0.608
C 3.033 1.756 -0.839
C 2.738 3.101 -1.315
N 2.501 4.154 -1.686
H 3.838 1.323 -1.428
H 3.342 1.788 0.205
H 2.147 1.130 -0.937
C 5.779 -4.496 3.517
C 5.396 -3.214 2.944
N 5.095 -2.208 2.495
H 6.677 -4.864 3.025
H 5.977 -4.380 4.580
H 4.976 -5.217 3.378
C 3.048 -0.650 -4.157
C 2.056 0.332 -3.740
N 1.286 1.108 -3.408
H 2.568 -1.610 -4.327
H 3.523 -0.320 -5.078
H 3.807 -0.759 -3.385

Cartesian forces (eV/Å) of the 6 atoms listed first:
C 0.2 0.1 0.5
C -0.4 0.3 -1.0
O 0.4 0.1 0.2
C -0.3 -0.3 0.2
C 0.0 0.1 -0.3
O 0.4 -0.4 -0.3

---

Here is a structure of composition C24H38ClHgN4O6 in a non-equilibrium geometry from OMol25. Energies are from ωB97M-V/def2-TZVPD.

The gap between HOMO and LUMO (spin up / spin down) comes out at 4.7 / 5.1 eV. Its multiplicity is 1. The calculation puts the HOMO energy (spin up / spin down) at -2.60 / -2.99 eV. As for the maximum force: 2.69 eV/A. Its net charge is -1.

Geometry (Å):
O -3.452 -0.566 -2.531
C -2.927 -1.613 -2.907
C -2.856 -2.876 -2.076
C -2.809 -2.829 -0.667
H -2.523 -1.881 -0.196
C -3.130 -3.957 0.099
H -3.135 -3.863 1.194
C -3.443 -5.165 -0.549
H -3.796 -6.012 0.041
C -3.220 -5.290 -1.925
H -3.327 -6.273 -2.399
C -2.889 -4.151 -2.692
H -2.672 -4.220 -3.768
H -2.311 -1.635 -3.846
C 1.254 -1.239 -3.125
C 1.469 -1.868 -1.794
H 1.140 -2.076 -3.843
H 2.026 -0.563 -3.511
H 0.272 -0.715 -3.108
C 1.260 -3.179 -1.642
C 2.278 -4.261 -1.847
H 0.258 -3.495 -1.308
H 1.815 -5.103 -2.375
H 2.637 -4.638 -0.882
H 3.100 -3.866 -2.468
Hg 0.974 -0.702 -0.153
Cl 3.325 -1.364 0.854
C 2.811 1.201 1.846
O 2.069 1.650 0.988
N 3.252 1.819 2.942
C 3.139 3.261 3.009
C 4.034 1.142 3.962
H 3.227 0.121 1.755
H 2.349 3.574 2.321
H 4.092 3.726 2.720
H 2.918 3.545 4.040
H 3.709 0.096 4.021
H 3.890 1.655 4.918
H 5.107 1.156 3.725
H -5.622 -0.100 1.039
H -4.042 1.426 2.592
C -4.694 -0.632 0.785
C -3.259 0.717 2.283
N -3.519 0.218 0.944
H -4.754 -0.991 -0.248
C -3.034 0.934 -0.104
O -2.095 1.735 -0.051
H -2.285 1.210 2.296
H -3.568 0.707 -1.037
H -4.621 -1.497 1.452
H -3.270 -0.128 2.978
H 1.201 4.441 -3.183
H -1.337 4.410 -3.277
C 1.202 3.357 -3.367
C -1.299 3.322 -3.428
N -0.052 2.786 -2.887
H 2.014 2.870 -2.818
C -0.031 1.739 -2.048
O 1.015 1.317 -1.516
H -2.121 2.846 -2.881
H -1.022 1.268 -1.865
H 1.314 3.171 -4.448
H -1.393 3.110 -4.506
O -0.183 -3.832 1.140
C -0.123 -2.931 1.963
C -0.409 -3.107 3.474
C -0.396 -1.707 4.030
C -0.001 -0.824 2.857
O 0.149 0.404 2.899
N 0.141 -1.594 1.730
H -1.378 -3.606 3.606
H 0.377 -3.729 3.923
H -1.383 -1.405 4.396
H 0.333 -1.601 4.838

Cartesian forces (eV/Å) of the 6 atoms listed first:
O 0.5 -2.0 -1.0
C 1.1 0.6 1.0
C -0.1 -0.5 0.1
C -0.4 0.2 -0.2
H -0.3 -0.4 -0.1
C 0.1 0.2 -0.4

---

Here is a cluster of 2 separate species, C24H38ClO7S in total in a non-equilibrium geometry from OMol25. Energies are from ωB97M-V/def2-TZVPD.

The gap between HOMO and LUMO comes out at 4.4 eV. Its multiplicity is 1. The calculation puts the HOMO energy at -2.77 eV. As for the maximum force: 7.67 eV/A. Its net charge is -1.

Geometry (Å):
C 6.626 0.932 0.199
C 5.018 0.662 0.305
C 4.596 -0.039 -1.074
C 2.994 0.072 -1.391
O 2.516 -1.281 -1.452
C 1.102 -1.428 -1.659
C 0.346 -0.226 -2.423
C -0.395 0.860 -1.516
C -1.935 0.635 -1.256
C -2.829 1.582 -0.422
C -2.199 2.842 0.240
C -0.689 3.090 -0.023
C -0.035 4.380 0.652
C 0.213 2.136 -0.896
C 0.965 -2.697 -2.686
C 1.718 -2.449 -4.089
C 1.121 -3.393 -5.265
O 1.927 -4.106 -5.921
Cl -0.660 -3.477 -5.652
C 1.662 -4.045 -2.078
O 0.630 -4.695 -1.281
S 0.551 -3.705 0.103
O 1.798 -4.010 0.896
O -0.615 -4.262 0.909
C 0.324 -1.910 -0.301
C 0.732 -1.082 1.012
O -0.319 -0.188 1.476
C -1.397 -0.936 2.097
C -1.616 -0.421 3.624
H 7.118 1.019 1.228
H 7.146 0.086 -0.394
H 6.785 1.883 -0.441
H 4.833 -0.026 1.203
H 4.541 1.693 0.401
H 4.882 -1.148 -1.128
H 5.198 0.482 -1.911
H 2.569 0.718 -0.555
H 2.951 0.643 -2.398
H -0.497 -0.741 -3.030
H 0.992 0.283 -3.235
H -2.425 -0.289 -1.727
H -3.949 1.365 -0.292
H -2.890 3.501 0.859
H -0.428 5.370 0.249
H 1.107 4.266 0.581
H -0.277 4.318 1.782
H 1.307 2.391 -1.068
H -0.145 -2.940 -2.865
H 2.798 -2.836 -3.940
H 1.819 -1.359 -4.400
H 1.914 -4.716 -2.967
H 2.632 -3.832 -1.519
H -0.815 -1.760 -0.445
H 0.848 -1.851 1.873
H 1.730 -0.538 0.956
H -1.281 -2.070 2.058
H -2.367 -0.626 1.546
H -2.747 -0.271 3.790
H -1.057 0.555 3.835
H -1.299 -1.275 4.322
C -6.175 3.458 3.305
C -5.179 2.359 2.885
C -5.703 0.992 3.368
O -4.016 2.598 3.496
H -6.308 3.505 4.391
H -5.846 4.446 2.962
H -7.164 3.272 2.862
H -5.217 2.322 1.775
H -5.820 0.954 4.457
H -5.029 0.180 3.073
H -6.686 0.778 2.926

Cartesian forces (eV/Å) of the 6 atoms listed first:
C -0.3 -0.1 -0.5
C 1.7 -0.4 -0.8
C -0.5 0.3 -0.2
C 2.8 1.0 0.1
O -1.2 1.3 0.0
C -1.1 -1.8 -1.4

---

Here is a cluster of 3 separate species, C24H38F5N2O8S in total in a non-equilibrium geometry from OMol25. Energies are from ωB97M-V/def2-TZVPD.

The gap between HOMO and LUMO comes out at 5.9 eV. Its multiplicity is 1. The calculation puts the HOMO energy at -10.29 eV. As for the maximum force: 7.37 eV/A. Its net charge is +1.

Geometry (Å):
C -8.116 5.713 -0.076
S -6.963 4.495 -0.829
O -6.032 5.199 -1.693
O -7.774 3.615 -1.684
N -6.212 3.437 0.333
C -6.899 2.312 0.764
N -6.098 1.698 1.677
C -4.861 2.341 1.915
C -4.962 3.471 0.990
C -3.845 4.540 0.783
F -4.308 5.775 1.222
F -2.806 4.172 1.674
C -3.209 4.564 -0.636
C -2.445 5.740 -1.081
C -1.873 5.793 -2.431
C -2.098 4.625 -3.311
C -2.844 3.434 -2.906
C -3.135 2.201 -3.796
F -3.196 1.004 -3.054
F -4.426 2.350 -4.316
F -2.311 2.070 -4.878
C -3.410 3.406 -1.532
H -7.923 6.682 -0.626
H -7.911 5.817 1.028
H -9.195 5.454 -0.285
H -7.895 1.909 0.474
H -6.404 0.836 2.142
H -4.036 2.072 2.613
H -2.337 6.583 -0.350
H -1.316 6.708 -2.743
H -1.676 4.648 -4.353
H -4.011 2.513 -1.208
C -0.784 -2.236 -2.613
O 0.356 -1.427 -2.412
C 0.276 -0.204 -3.131
C 1.278 0.800 -2.585
O 0.820 1.460 -1.404
C 0.851 0.682 -0.209
C 2.255 0.489 0.341
O 2.913 -0.566 -0.344
C 4.312 -0.545 -0.135
H -0.905 -2.480 -3.674
H -0.648 -3.161 -2.052
H -1.682 -1.731 -2.238
H -0.737 0.209 -3.059
H 0.509 -0.418 -4.182
H 1.398 1.592 -3.328
H 2.261 0.352 -2.432
H 0.332 -0.269 -0.344
H 0.279 1.259 0.524
H 2.197 0.214 1.402
H 2.822 1.420 0.234
H 4.743 0.380 -0.536
H 4.749 -1.387 -0.671
H 4.545 -0.641 0.930
C 2.018 -5.148 1.940
O 3.411 -5.367 1.872
C 4.033 -4.545 0.892
C 5.534 -4.488 1.122
O 5.909 -3.563 2.141
C 5.657 -3.980 3.481
C 6.632 -5.040 3.969
O 6.235 -6.326 3.510
C 7.279 -7.273 3.618
H 1.544 -5.361 0.975
H 1.605 -5.819 2.692
H 1.808 -4.116 2.243
H 3.618 -3.531 0.929
H 3.830 -4.986 -0.092
H 5.999 -4.111 0.206
H 5.955 -5.477 1.311
H 4.619 -4.292 3.608
H 5.801 -3.085 4.092
H 6.629 -5.062 5.065
H 7.639 -4.806 3.608
H 8.124 -6.982 2.984
H 6.902 -8.234 3.268
H 7.605 -7.374 4.658

Cartesian forces (eV/Å) of the 6 atoms listed first:
C 0.0 0.6 1.0
S -2.3 1.0 -6.9
O 0.3 -0.4 3.0
O 0.7 0.1 3.0
N 0.2 -1.8 1.8
C 1.8 0.0 1.0

---

Here is a structure of composition C24H38IrN4O2S in a non-equilibrium geometry from OMol25. Energies are from ωB97M-V/def2-TZVPD.

For the relative energy (zero: lowest compared OMol25 entry of this formula, charge and spin), the calculation gives 121.5 kJ/mol. The gap between HOMO and LUMO (spin up / spin down) comes out at 7.1 / 4.3 eV. Its multiplicity is 6. The calculation puts the HOMO energy (spin up / spin down) at -19.29 / -19.97 eV. As for the maximum force: 2.89 eV/A. Its net charge is +4.

Geometry (Å):
Ir 0.285 -1.095 0.406
C 4.110 -1.383 2.926
C 3.139 -1.567 1.940
N 1.983 -0.917 1.961
C 1.708 -0.066 2.975
C 2.619 0.163 4.022
C 3.851 -0.521 3.969
C 2.266 1.066 5.071
C 1.061 1.686 5.081
C 0.111 1.458 4.038
C -1.166 2.050 4.015
C -2.025 1.780 2.969
C -1.613 0.916 1.959
N -0.414 0.337 1.962
C 0.445 0.591 2.979
H 5.044 -1.924 2.867
H 3.308 -2.266 1.131
H 4.584 -0.374 4.753
H 2.979 1.248 5.866
H 0.801 2.369 5.880
H -1.478 2.697 4.826
H -3.013 2.217 2.941
H -2.279 0.661 1.144
N -0.411 -2.852 1.857
C -1.823 -3.287 1.715
C -2.050 -4.059 0.425
C -1.903 -3.207 -0.826
N -0.512 -2.723 -1.015
H 0.202 -3.661 1.768
H -0.260 -2.466 2.787
H -2.473 -2.410 1.760
H -2.089 -3.924 2.562
H -3.060 -4.466 0.438
H -1.367 -4.915 0.380
H -2.569 -2.341 -0.769
H -2.211 -3.798 -1.691
H -0.403 -2.319 -1.942
H 0.139 -3.505 -0.966
C 3.588 0.186 -1.563
C 2.936 -1.139 -1.722
C 3.447 -2.048 -2.781
O 2.006 -1.513 -0.983
H 4.036 0.531 -2.493
H 4.416 0.056 -0.856
H 2.910 0.932 -1.148
H 4.532 -1.984 -2.863
H 3.045 -1.705 -3.742
H 3.135 -3.078 -2.623
C -4.199 3.274 -1.485
C -2.821 3.693 -0.992
C -1.683 3.040 -1.748
S -1.941 1.219 -1.962
O -0.846 0.479 -1.255
C -1.867 0.855 -3.766
C -0.462 0.969 -4.362
C 0.094 2.363 -4.616
H -4.974 3.828 -0.961
H -4.371 2.200 -1.304
H -4.333 3.452 -2.554
H -2.718 3.517 0.082
H -2.711 4.777 -1.112
H -0.711 3.141 -1.263
H -1.634 3.403 -2.779
H -2.593 1.539 -4.216
H -2.253 -0.163 -3.862
H -0.568 0.470 -5.332
H 0.233 0.370 -3.768
H -0.635 3.014 -5.103
H 0.936 2.283 -5.305
H 0.493 2.847 -3.723

Cartesian forces (eV/Å) of the 6 atoms listed first:
Ir -0.5 -1.3 0.9
C 0.0 -0.2 -0.2
C 0.9 -0.1 0.5
N -1.2 1.1 0.3
C 1.1 -1.0 -0.7
C -0.3 0.5 0.5

---

Here is a structure of composition C24H38MnO3P in a non-equilibrium geometry from OMol25. Energies are from ωB97M-V/def2-TZVPD.

The gap between HOMO and LUMO (spin up / spin down) comes out at 7.3 / 8.0 eV. Its multiplicity is 4. The calculation puts the HOMO energy (spin up / spin down) at -10.68 / -11.06 eV. As for the maximum force: 5.33 eV/A. Its net charge is +1.

Geometry (Å):
C 1.273 -2.123 0.684
C 1.724 -1.345 -0.434
C 0.782 -1.513 -1.509
C -0.270 -2.379 -1.046
C -0.003 -2.706 0.340
Mn -0.274 -0.649 0.217
C -1.951 1.334 -1.552
C -1.781 0.749 -0.181
H -1.820 1.536 0.583
C -2.263 -0.570 0.231
H -2.814 -1.195 -0.477
H -2.591 -0.670 1.275
C -2.818 2.589 -1.567
H -2.437 3.344 -0.871
H -2.837 3.037 -2.567
H -3.846 2.338 -1.277
C -2.393 0.365 -2.628
H -1.663 -0.439 -2.779
H -3.359 -0.085 -2.360
H -2.523 0.876 -3.591
C 3.060 -0.708 -0.550
H 3.313 -0.149 0.361
H 3.850 -1.460 -0.708
H 3.094 -0.004 -1.388
C 1.039 -1.118 -2.918
H 1.547 -0.149 -2.965
H 1.682 -1.859 -3.424
H 0.113 -1.040 -3.499
C -1.296 -3.047 -1.889
H -1.411 -2.554 -2.861
H -1.012 -4.093 -2.091
H -2.273 -3.069 -1.392
C -0.797 -3.605 1.215
H -1.811 -3.741 0.822
H -0.329 -4.595 1.310
H -0.877 -3.176 2.225
C 2.050 -2.459 1.901
H 1.409 -2.429 2.794
H 2.480 -3.472 1.827
H 2.881 -1.761 2.054
C 0.772 2.097 -1.245
C -0.293 1.978 -2.043
C 2.059 2.425 -1.635
C -0.141 2.281 -3.397
H 0.108 1.924 -0.308
C 2.235 2.676 -3.009
H 2.860 2.483 -0.892
C 1.136 2.615 -3.876
H -0.998 2.258 -4.075
H 3.226 2.929 -3.378
H 1.269 2.838 -4.934
C -1.065 2.925 2.894
O -1.350 1.504 2.860
P -0.209 0.415 2.421
O 1.134 1.271 2.789
C 2.367 0.683 3.249
O -0.305 -0.768 3.560
C -0.607 -0.543 4.954
H -2.042 3.421 2.934
H -0.533 3.267 1.991
H -0.492 3.182 3.793
H 3.024 0.469 2.393
H 2.846 1.424 3.900
H 2.197 -0.240 3.827
H 0.300 -0.743 5.537
H -0.959 0.481 5.147
H -1.388 -1.257 5.230

Cartesian forces (eV/Å) of the 6 atoms listed first:
C -1.1 -0.4 -0.8
C -0.7 -0.8 -0.8
C 0.9 -0.7 0.8
C 0.6 -0.4 1.0
C 1.3 -0.7 -0.9
Mn -0.4 2.4 0.7